(w)
DFT (ωB97M-V/def2-TZVPD) results for a 2-piece molecular cluster, C6H13N3 overall.

ORCA input file:
```
! wB97M-V def2-TZVPD RIJCOSX def2/J DEFGRID3
* xyz 0 1
H 1.0080 1.2421 0.8998
N 0.2805 1.7450 0.3947
C -0.7495 1.0591 0.1335
C -1.8199 1.6777 -0.7128
C -1.1144 -0.1896 0.9128
C -2.4773 -0.2813 1.5335
N -0.2927 -1.1486 0.8428
H -0.5816 -2.0092 1.3041
H -2.2110 0.9612 -1.4323
H -1.4113 2.5378 -1.2351
H -2.6457 2.0187 -0.0914
H -3.2491 -0.2721 0.7652
H -2.5855 -1.2062 2.0992
H -2.6515 0.5653 2.1954
H 3.8000 -1.6401 0.2744
N 3.6445 -0.6303 0.2746
C 2.8157 -0.2383 -0.6037
C 2.0302 -1.0957 -1.5429
H 2.7556 0.8405 -0.7272
H 2.4741 -2.0873 -1.6293
H 1.9558 -0.6223 -2.5206
H 1.0251 -1.2261 -1.1347
*
```

The calculation puts the LUMO energy at 0.02876 Eh. The calculation puts the highest occupied orbital energy at -0.34765 Ha. Its SMILES is [H]/N=C(C)\C(C)=N\[H].[H]/N=C\C. The orbital gap is 10.24 eV.

---

(x)
DFT (ωB97M-V/def2-TZVPD) results for C6H13N3 as an isolated structure.

ORCA input file:
```
! wB97M-V def2-TZVPD RIJCOSX def2/J DEFGRID3
* xyz 0 1
C -1.1867 0.4539 -0.5665
C -2.6175 0.1537 -0.2672
C 1.0885 -0.8548 -1.9671
C 2.1869 -0.7689 0.3823
C -0.2065 0.8571 1.0928
C 0.9858 -0.6797 -0.4900
N -0.9315 0.4447 2.2078
N -0.1344 -0.2396 0.0507
N 0.6118 1.8524 1.1844
H -0.9714 0.8158 -1.5682
H -0.8228 -0.5265 2.4591
H -0.7998 1.0782 2.9828
H 0.9688 2.1485 0.2820
H -2.9247 -0.8377 -0.6267
H -3.2592 0.8959 -0.7460
H -2.8315 0.1944 0.8022
H 1.3568 0.0850 -2.4681
H 1.8562 -1.5869 -2.2194
H 2.5823 0.2445 0.5658
H 2.9665 -1.3832 -0.0672
H 1.9485 -1.1698 1.3691
H 0.1338 -1.1770 -2.3928
*
```

The calculation puts the LUMO energy (spin up / spin down) at 0.02563 / 0.02568 Eh. The calculation puts the highest occupied orbital energy (spin up / spin down) at -0.24248 / -0.24253 Ha. The orbital gap (spin up / spin down) is 7.30 / 7.30 eV.

---

It is (w) that is most stable; the runner-up trails by 0.0672 hartree.